The following is a quantum chemistry calculation of an isolated molecule of C4H5ClFNO at a distorted geometry, from the OMol25 dataset.

Last column: natural (NBO) charge in e.
CARTESIAN COORDINATES (ANGSTROEM)
F -1.03648 1.53068 -0.81372  -0.351
C -0.12835 1.00813 0.09128  0.168
C -0.77781 0.12845 1.15671  -0.128
O -1.45398 -0.89985 0.54113  -0.365
N -0.80451 -1.69116 -0.38618  -0.042
C 0.24073 -1.17264 -0.95485  -0.025
C 0.86716 0.14124 -0.69766  -0.267
Cl 2.36897 -0.08814 0.29542  -0.050
H 0.39238 1.85514 0.53124  0.183
H -1.52472 0.71497 1.74201  0.220
H 0.01839 -0.34605 1.75926  0.200
H 0.71932 -1.82110 -1.64282  0.207
H 1.11890 0.64033 -1.62182  0.249

Cartesian forces, eV/Å:
-0.255 -0.323 0.142
1.029 0.167 0.288
0.673 1.120 -0.207
-1.766 -1.541 -0.472
1.319 1.408 -0.602
-1.173 -0.993 1.082
-0.701 0.432 0.875
-0.250 0.145 -0.420
0.071 0.032 0.162
0.644 -0.661 -0.274
-0.182 0.734 0.213
0.287 -0.597 -0.635
0.303 0.074 -0.154

## Properties
- SMILES string = F[C@H]1CON=C[C@@H]1Cl
- lowest unoccupied orbital energy (eV) = 0.5
- multiplicity = 1
- strongest force on any atom (Eh/bohr) = 0.046
- HOMO level (eV) = -9.981
- energy relative to the best compared isomer or geometry (same formula, charge and spin) (eV) = 1.8857

The following is a quantum chemistry calculation of an isolated molecule of C4H5ClN2 at a distorted geometry, from the OMol25 dataset.

Last column: natural (NBO) charge in e.
CARTESIAN COORDINATES (ANGSTROEM)
C -0.99993 -2.05879 -1.14783  -0.068
C -0.45772 -1.18477 -0.16242  -0.159
C 1.14372 -0.78616 -1.62692  0.152
C 1.16559 0.40934 0.51868  -0.410
N -0.42502 -1.93422 -2.31633  -0.364
N 0.61209 -0.52537 -0.47885  -0.334
Cl 2.16205 0.07327 -2.60566  0.092
H -1.88279 -2.58162 -0.80173  0.218
H -0.91279 -1.03416 0.85717  0.199
H 1.97853 0.98912 0.03473  0.224
H 0.39821 1.12742 0.74298  0.222
H 1.55120 -0.05922 1.41595  0.228

Cartesian forces, eV/Å:
1.740 2.891 0.426
-4.063 -1.839 3.014
-3.659 -3.512 -2.782
0.974 1.054 -1.128
2.807 0.942 1.274
2.013 1.544 0.873
0.406 0.551 -0.108
-0.114 -0.568 -0.905
0.822 -0.312 -1.211
-0.379 -0.513 0.304
-0.384 0.150 0.331
-0.163 -0.388 -0.088

## Properties
- lowest unoccupied orbital energy (alpha / beta) (eV) = 0.5 / 0.5
- multiplicity = 1
- strongest force on any atom (Eh/bohr) = 0.112
- HOMO level (alpha / beta) (eV) = -7.429 / -7.429
- energy relative to the best compared isomer or geometry (same formula, charge and spin) (eV) = 4.9247

The following is a quantum chemistry calculation of an isolated molecule of C4H5ClN2 at a distorted geometry, from the OMol25 dataset.

Last column: natural (NBO) charge in e.
CARTESIAN COORDINATES (ANGSTROEM)
C 0.02646 -0.05263 -3.11233  -0.047
C -0.39574 0.18252 -0.65428  0.237
C -0.05998 -1.35855 -3.34516  0.056
C 0.51971 -0.08134 1.34829  -0.448
N -0.68402 0.30667 -1.94519  -0.472
N 0.62098 -0.30859 -0.04832  -0.486
Cl -0.43507 -2.87737 -2.93996  0.239
H 0.36624 0.62748 -3.80646  0.210
H -1.16315 0.58088 0.00574  0.147
H 1.18517 -0.75247 1.95682  0.201
H 0.70673 0.98705 1.63212  0.189
H -0.49536 -0.14675 1.83041  0.173

Cartesian forces, eV/Å:
-1.218 -1.982 2.248
0.589 -0.431 0.499
-0.358 1.146 1.563
0.079 0.394 2.921
-0.053 -0.487 -2.676
-0.091 -0.179 -0.883
0.181 0.177 -0.193
0.865 1.567 -1.281
-0.605 0.326 -0.365
-0.474 0.744 -0.692
0.693 -0.658 -0.368
0.393 -0.618 -0.772

## Properties
- lowest unoccupied orbital energy (alpha / beta) (eV) = -2.0 / -2.0
- multiplicity = 1
- strongest force on any atom (Eh/bohr) = 0.063
- HOMO level (alpha / beta) (eV) = -8.043 / -8.042
- energy relative to the best compared isomer or geometry (same formula, charge and spin) (eV) = 6.3824

The following is a quantum chemistry calculation of C4H5ClN2OS as an isolated structure at a distorted geometry, from the OMol25 dataset.

Last column: natural (NBO) charge in e.
CARTESIAN COORDINATES (ANGSTROEM)
C -1.19472 -1.73864 0.02488  -0.077
C -1.58114 -0.41572 -0.11096  -0.114
C 0.54965 -0.59861 -0.19867  0.273
C -0.40302 1.69566 -0.39833  -0.414
N 0.13146 -1.81565 -0.02899  -0.482
N -0.41458 0.28512 -0.28827  -0.402
O 3.35587 -1.46438 0.29265  -0.837
S 2.77235 -0.15472 0.22309  1.219
Cl 2.58887 0.42395 2.25363  -0.267
H -1.87487 -2.59854 0.03828  0.214
H -2.54748 0.18806 -0.36969  0.219
H 0.29792 2.34107 0.18866  0.230
H -0.21580 1.76827 -1.48206  0.214
H -1.46451 2.08413 -0.14422  0.223

Cartesian forces, eV/Å:
-2.515 0.448 -0.600
-2.133 0.891 -1.157
4.080 -0.574 0.939
-1.276 2.108 -1.120
1.922 -0.392 0.257
-1.055 0.078 1.998
0.151 -0.288 -0.377
-2.739 -0.448 0.067
-0.310 0.098 -0.605
0.583 0.363 0.226
1.768 -1.745 0.917
-0.232 -1.254 -0.291
-0.079 1.357 0.349
1.835 -0.644 -0.602

## Properties
- lowest unoccupied orbital energy (eV) = -0.6
- multiplicity = 1
- strongest force on any atom (Eh/bohr) = 0.082
- HOMO level (eV) = -9.110
- energy relative to the best compared isomer or geometry (same formula, charge and spin) (eV) = 1.4542